Below is 14 unconnected molecules or ions with the total composition C3H32O14S in a non-equilibrium geometry, with properties calculated with ωB97M-V/def2-TZVPD.

- M (g mol⁻¹) = 324.3
- HOMO-LUMO gap (Eh) = 0.35424
- E_LUMO (eV) = 0.0380
- relative energy (zero: lowest compared OMol25 entry of this formula, charge and spin) (kcal per mole) = 29.7

Positions of all 50 atoms, in Å:
O 1.99484 -0.20422 -0.16012
C 1.47727 0.58112 -0.93234
C 0.16247 1.25524 -0.55198
C -0.74262 1.13583 -1.79935
S -2.28076 1.94904 -1.12404
H 1.72850 0.79130 -2.08822
H 0.48856 2.37547 -0.25649
H -0.21366 0.84923 0.32432
H -0.35600 1.70754 -2.61778
H -0.69371 0.20800 -2.34295
H -1.03692 -2.79748 -1.42924
H -3.59172 -0.52807 0.06892
H -4.45042 -1.00873 1.32913
O -3.72820 -1.22992 0.75567
H 0.50833 -1.33657 3.97450
H -0.50537 -0.15718 4.21851
O -0.35566 -1.06382 4.25351
H -0.87548 -1.76529 2.65182
H -1.59027 -1.58779 1.38727
O -0.77393 -1.76906 1.75790
H 1.56422 -0.03321 2.14275
H 2.86722 -0.53313 1.57439
O 2.53240 0.08956 2.21928
H 0.42235 -2.96475 1.02083
H 1.77470 -3.42921 0.59067
O 0.82176 -3.70604 0.66624
H -0.25396 3.95081 1.27275
H -1.72614 3.58427 1.09183
O -0.98491 3.53801 1.75112
H 1.94091 3.75498 0.67067
H 1.41424 4.76857 -0.42295
O 1.16628 4.33381 0.38428
H 0.91115 -3.89529 -1.93520
H 0.55775 -4.55602 -0.76155
O 0.44375 -4.68685 -1.65001
H -2.05185 -3.12739 -2.48043
H -2.02761 -1.38849 -4.05779
O -1.20589 -2.66829 -2.38446
H -0.85395 2.54171 3.98898
H -0.86369 1.70131 2.71707
O -0.34049 1.84025 3.56284
H -0.60112 -0.87253 -3.70216
H -2.68651 2.76771 -2.18533
O -1.44928 -0.63904 -4.20810
H 2.78046 1.92607 0.49094
H 3.44128 2.52150 1.73575
O 3.26150 2.70318 0.78569
H 0.82184 -2.00809 -3.00557
H 1.83369 -1.68496 -4.03787
O 1.32467 -1.23312 -3.25372

Atomic forces in eV per Å
O 0.3460 0.5629 -2.1439
C -1.4385 -0.5446 -0.6231
C 2.9644 2.4157 -2.1631
C 0.1506 1.9342 1.3221
S -0.4069 -0.0425 -1.7295
H 0.4678 -0.5199 2.3957
H -1.1664 -2.1974 -1.0376
H -0.8618 -1.0752 1.5723
H 0.2345 1.2746 -0.1631
H -1.2480 -0.8925 1.0801
H 0.1278 -0.0517 -0.6388
H -0.5878 -0.6801 1.0799
H -0.5157 0.5073 0.1646
O 1.3079 0.2682 -1.3392
H 0.8124 0.5705 0.0149
H 0.3385 2.9611 -0.2943
O -0.8492 -3.3337 0.7432
H -0.5366 0.2060 4.4035
H -2.8467 0.5068 -1.2191
O 3.0741 -0.5715 -3.6026
H 0.7262 0.2363 0.0397
H 0.1276 -0.0248 -0.1573
O -0.6454 0.0191 1.0281
H -2.0150 2.7184 1.4843
H -1.3183 -0.5931 0.1168
O 3.5607 -1.8142 -0.8619
H 0.3713 0.1588 -0.1103
H 1.0000 -0.0728 0.8807
O -1.9617 0.1311 -1.0162
H -0.5316 0.8585 -0.4987
H 0.2586 0.2772 -0.4269
O 0.5806 -0.7024 0.7625
H -0.0631 -0.2027 -0.6539
H 0.0653 -0.0571 4.0754
O 0.0611 -0.4958 -3.9773
H 0.2409 -0.0657 -0.2198
H 0.0718 -0.0267 0.1138
O -0.4417 0.1417 1.0440
H 0.2950 -0.0590 -0.1911
H 1.1280 0.6510 1.3492
O -1.1564 -1.0396 -0.7519
H -1.8541 0.2501 -1.4650
H 0.4481 -1.0521 0.8485
O 1.6904 -0.0093 0.5216
H 0.1549 -0.4900 0.2327
H -0.1924 -0.0493 -0.8703
O 0.1891 0.2421 0.9203
H -0.7111 -0.3628 0.6345
H -1.1448 1.7573 1.9427
O 1.6999 -1.6223 -2.6162